77
Properties=species:S:1:pos:R:3 method="wB97M-V/def2-TZVPD" molar_mass_g_mol=634.49 total_energy_ha=-2525.22006 orbital_gap_ev=2.0
F -5.1335 3.7843 -2.8839
C -5.2210 2.5586 -3.4901
F -6.2047 1.8654 -2.8354
F -5.6768 2.7810 -4.7634
C -3.9029 1.8400 -3.4763
C -3.7944 0.5856 -2.8790
C -2.5581 -0.0232 -2.8059
C -1.3864 0.6207 -3.2919
C -0.1276 0.0139 -3.0628
C 1.1062 0.6766 -3.2795
C 1.2694 2.0652 -3.0130
C 2.5162 2.6583 -3.0530
C 3.6126 1.8975 -3.4471
C 4.9655 2.5414 -3.3945
F 5.9649 1.7240 -3.8495
F 5.0253 3.6913 -4.1345
F 5.2891 2.8853 -2.1073
C 3.4818 0.5583 -3.8170
C 2.2450 -0.0425 -3.7239
C -1.5732 1.8328 -4.0231
C -2.8086 2.4476 -4.0849
H -4.6709 0.0990 -2.4673
H -2.4606 -1.0119 -2.3551
H -0.1063 -1.0590 -2.8497
H 0.4122 2.6745 -2.7360
H 2.6387 3.7000 -2.7601
H 4.3459 -0.0080 -4.1467
H 2.1168 -1.0881 -4.0068
H -0.7374 2.2979 -4.5422
H -2.9254 3.3993 -4.6011
C 3.8995 -4.9521 -0.8021
O 2.4628 -4.8369 -0.8483
C 1.9023 -3.8571 -0.0854
C 0.4951 -3.7522 -0.1186
C -0.1402 -2.7624 0.6320
C 0.6057 -1.8836 1.4054
B -0.1710 -0.7209 2.3047
C 0.0019 -1.1981 3.8596
C 1.1147 -1.1491 4.6646
C 0.8522 -1.5484 6.0237
C -0.4727 -1.8512 6.2715
C -1.0719 -2.2853 7.5509
S -1.3990 -1.6508 4.8028
O 0.4919 0.5571 2.2325
C -0.3857 1.3188 1.4230
C -0.1885 2.7949 1.7343
C -0.0970 1.0461 -0.0462
C -1.8445 0.7293 1.8238
C -2.3189 1.3472 3.1360
C -2.9242 0.8552 0.7558
O -1.5811 -0.6477 2.0120
C 1.9850 -1.9794 1.4430
C 2.6551 -2.9657 0.7085
H 4.0981 -5.7867 -1.4659
H 4.3848 -4.0320 -1.1679
H 4.2463 -5.1693 0.2216
H -0.0629 -4.4427 -0.7433
H -1.2294 -2.7255 0.6099
H 2.0987 -0.8615 4.3079
H 1.6253 -1.5974 6.7881
H -0.2901 -2.4088 8.3048
H -1.7924 -1.5459 7.9185
H -1.5956 -3.2408 7.4359
H -0.8882 3.4072 1.1500
H -0.3372 3.0020 2.7982
H 0.8294 3.0957 1.4647
H -0.7099 1.6777 -0.7010
H 0.9581 1.2424 -0.2745
H -0.2919 -0.0064 -0.2945
H -2.5984 2.3958 2.9692
H -3.1998 0.8134 3.5044
H -1.5335 1.3013 3.9005
H -3.0954 1.9063 0.4872
H -2.6552 0.2964 -0.1458
H -3.8648 0.4427 1.1356
H 2.5836 -1.3068 2.0620
H 3.7471 -3.0304 0.7317